1.
The following is a DFT calculation (ωB97M-V/def2-TZVPD) of a molecular structure, C35H35KN10O4P at a distorted geometry.

XYZ file:
```
86
Properties=species:S:1:pos:R:3
K 0.308 -0.413 -0.816
C -0.692 5.831 -2.996
C -1.195 4.521 -2.448
C -2.033 4.460 -1.331
C -2.451 3.255 -0.807
C -2.072 2.004 -1.350
N -2.373 0.794 -0.756
C -3.589 0.619 -0.180
C -4.829 1.119 -0.655
C -6.031 0.814 -0.047
C -6.103 -0.024 1.074
C -7.415 -0.383 1.722
C -4.899 -0.528 1.542
C -3.690 -0.208 0.941
N -2.465 -0.703 1.506
C -1.909 -0.336 2.677
C -0.815 -1.146 2.883
C -0.788 -1.992 1.755
N -1.792 -1.727 0.932
C -1.259 2.098 -2.499
C -0.832 3.316 -3.019
N -0.866 0.911 -3.210
C -1.617 -0.196 -3.451
C -0.888 -0.999 -4.291
C 0.311 -0.290 -4.501
N 0.324 0.863 -3.856
H -1.385 6.644 -2.771
H -0.572 5.787 -4.080
H 0.279 6.105 -2.575
H -2.350 5.381 -0.852
H -3.076 3.246 0.078
H -4.817 1.756 -1.532
H -6.947 1.222 -0.464
H -8.214 0.273 1.371
H -7.368 -0.289 2.810
H -7.716 -1.410 1.500
H -4.873 -1.183 2.408
H -2.324 0.480 3.244
H -0.119 -1.116 3.703
H -0.043 -2.727 1.482
H -0.200 3.293 -3.899
H -2.604 -0.294 -3.034
H -1.167 -1.966 -4.671
H 1.179 -0.587 -5.068
O 1.287 -3.904 1.710
C 1.679 -2.809 1.288
O 1.007 -1.944 0.644
C 3.115 -2.331 1.539
P 3.354 -0.791 0.542
C 2.556 0.510 1.578
C 1.626 0.281 2.591
C 1.041 1.344 3.272
C 1.366 2.652 2.950
C 2.283 2.897 1.936
C 2.865 1.838 1.258
C 5.116 -0.423 1.025
C 6.096 -0.658 0.063
C 7.445 -0.472 0.345
C 7.834 -0.037 1.603
C 6.868 0.206 2.575
C 5.525 0.014 2.286
H 3.828 -3.086 1.203
H 3.273 -2.171 2.609
H 1.327 -0.728 2.842
H 0.310 1.141 4.045
H 0.896 3.477 3.471
H 2.535 3.914 1.663
H 3.574 2.041 0.462
H 5.792 -0.991 -0.924
H 8.187 -0.661 -0.420
H 8.882 0.116 1.826
H 7.164 0.547 3.560
H 4.782 0.213 3.051
N -2.267 -3.155 -1.510
N -1.294 -4.118 -1.141
C 0.024 -3.984 -1.302
N 0.819 -4.999 -0.893
N 0.404 -2.876 -1.947
N 1.710 -2.517 -1.927
O 1.914 -1.361 -2.267
O 2.630 -3.280 -1.614
H -1.821 -2.565 -2.208
H -2.445 -2.574 -0.674
H -1.653 -4.943 -0.689
H 0.545 -5.371 0.010
H 1.797 -4.718 -0.900
```

The calculation puts the HOMO energy at -0.1375 Ha. As for the electronic energy: -3144.4887 Ha. The spin multiplicity is 1. Its net charge is -1. Its HOMO-LUMO gap is 6.14 eV.

Mulliken population analysis, charges in e, atoms 1 to 6: K 1.33; C -1.54; C 0.81; C -0.97; C -0.29; C -0.30

---

2.
The following is a DFT calculation (ωB97M-V/def2-TZVPD) of a molecular structure, C41H29Cl5F9N2O7P2STi at a distorted geometry.

XYZ file:
```
97
Properties=species:S:1:pos:R:3
Ti -0.339 -0.297 1.206
Cl 1.267 -0.986 4.505
C -0.473 -0.936 4.436
C -1.068 -0.783 3.193
C -2.447 -0.776 3.213
Cl -3.197 -0.605 1.615
C -3.243 -0.905 4.333
Cl -4.970 -0.892 4.229
C -2.601 -1.056 5.563
Cl -3.537 -1.244 7.005
C -1.207 -1.069 5.611
Cl -0.415 -1.268 7.134
O 3.791 -0.621 0.566
C 2.764 -0.112 1.004
O 1.593 -0.663 0.845
C 2.858 1.175 1.790
C 4.120 1.747 1.966
C 4.187 2.968 2.634
C 3.112 3.554 3.268
C 1.864 2.903 3.247
C 1.732 1.801 2.334
O 0.543 1.327 1.908
N 0.907 3.221 4.189
O 0.000 2.380 4.447
O 1.045 4.291 4.850
N 5.486 3.641 2.725
O 5.534 4.768 3.191
O 6.467 3.064 2.284
H 4.993 1.282 1.538
H 3.218 4.457 3.848
C -2.156 -3.766 -0.989
C -0.738 -3.964 -0.461
P -0.476 -2.997 1.090
C 1.155 -3.589 1.718
C 1.720 -4.890 1.156
C -1.682 -3.823 2.218
C -1.649 -5.344 2.307
H -2.294 -4.226 -1.971
H -2.398 -2.703 -1.079
H -2.891 -4.206 -0.312
H 0.012 -3.604 -1.170
H -0.534 -5.026 -0.310
H 1.047 -3.642 2.805
H 1.848 -2.771 1.526
H 1.060 -5.746 1.307
H 2.675 -5.116 1.636
H 1.915 -4.805 0.085
H -2.678 -3.471 1.936
H -1.493 -3.386 3.200
H -1.834 -5.820 1.341
H -2.415 -5.703 2.999
H -0.685 -5.700 2.673
F 0.507 -1.456 -7.860
C -0.607 -1.777 -7.166
F -0.746 -3.113 -7.248
F -1.640 -1.235 -7.848
C -0.549 -1.284 -5.753
C -0.667 -2.156 -4.690
C -0.617 -1.657 -3.391
C -0.454 -0.304 -3.152
C -0.329 0.563 -4.241
C -0.376 0.081 -5.534
P -0.450 0.359 -1.406
C 1.069 1.370 -1.508
C 1.171 2.601 -0.865
C 2.381 3.281 -0.836
C 3.497 2.725 -1.438
C 3.414 1.486 -2.059
C 2.206 0.815 -2.098
C 4.818 3.431 -1.427
F 5.813 2.652 -0.977
F 5.180 3.807 -2.687
F 4.807 4.548 -0.686
C -1.862 1.511 -1.660
C -1.760 2.852 -2.023
C -2.898 3.626 -2.180
C -4.151 3.062 -1.982
C -4.271 1.730 -1.616
C -3.126 0.965 -1.455
C -5.366 3.913 -2.197
F -5.292 5.091 -1.548
F -5.535 4.220 -3.511
F -6.503 3.312 -1.798
H -0.796 -3.217 -4.861
H -0.704 -2.337 -2.558
H -0.188 1.623 -4.071
H -0.280 0.759 -6.374
H 0.323 3.024 -0.341
H 2.452 4.220 -0.302
H 4.301 1.031 -2.482
H 2.164 -0.165 -2.556
H -0.790 3.309 -2.170
H -2.806 4.673 -2.443
H -5.246 1.294 -1.441
H -3.223 -0.072 -1.155
S -1.482 3.147 1.651
C -0.886 1.629 1.565
```

As for the expectation value of S²: 1.125. The calculation puts the HOMO energy (alpha / beta) at -0.0083 / -0.0344 Ha. As for the electronic energy: -7346.0830 Ha. The spin multiplicity is 2. Its net charge is -2. Its HOMO-LUMO gap (alpha / beta) is 3.69 / 4.41 eV.

Mulliken population analysis, charges in e, atoms 1 to 6: Ti -0.95; Cl -0.23; C 1.43; C -2.62; C 1.56; Cl -0.21

---

3.
The following is a DFT calculation (ωB97M-V/def2-TZVPD) of a molecular structure, C35H24Br3ClF3N2O3PRu.

XYZ file:
```
73
Properties=species:S:1:pos:R:3
Ru -0.806 -0.782 -0.313
Cl 0.317 2.364 -2.212
C 1.894 1.820 -1.732
C 2.956 2.136 -2.565
C 4.239 1.744 -2.223
C 4.459 1.054 -1.040
C 3.394 0.752 -0.207
C 2.088 1.114 -0.541
P 0.663 0.766 0.542
C 1.318 0.058 2.085
C 0.939 0.614 3.307
C 1.315 0.009 4.498
C 2.080 -1.148 4.482
C 2.458 -1.709 3.269
C 2.069 -1.120 2.076
C 0.135 2.440 1.002
C -1.192 2.852 0.955
C -1.532 4.136 1.359
C -0.551 5.009 1.805
C 0.777 4.603 1.844
C 1.121 3.323 1.444
H 2.765 2.693 -3.472
H 5.065 1.991 -2.876
H 5.460 0.761 -0.754
H 3.589 0.241 0.723
H 0.349 1.520 3.335
H 1.014 0.450 5.439
H 2.381 -1.612 5.411
H 3.051 -2.614 3.250
H 2.335 -1.595 1.142
H -1.951 2.191 0.564
H -2.564 4.456 1.312
H -0.818 6.010 2.115
H 1.545 5.284 2.184
H 2.159 3.012 1.478
C 1.741 -1.547 -2.717
C 0.368 -1.213 -3.208
C 0.071 -1.400 -4.578
C -1.144 -1.063 -5.088
C -2.120 -0.491 -4.241
C -3.410 -0.063 -4.640
Br -3.960 -0.268 -6.432
C -4.273 0.504 -3.745
C -3.889 0.678 -2.405
Br -5.060 1.495 -1.186
C -2.655 0.263 -1.968
O -2.228 0.437 -0.709
C -1.764 -0.331 -2.893
N -0.544 -0.719 -2.389
H 2.078 -2.492 -3.142
H 1.792 -1.603 -1.636
H 2.431 -0.771 -3.059
H 0.836 -1.827 -5.212
H -1.369 -1.221 -6.134
H -5.253 0.830 -4.062
F -0.609 -5.482 -1.308
C 0.149 -4.738 -0.517
F 0.111 -5.247 0.725
F 1.411 -4.792 -0.951
C -0.345 -3.282 -0.464
O -1.503 -2.992 -0.782
O 0.479 -2.414 -0.031
Br -3.241 -1.468 5.953
C -2.574 -1.297 4.210
C -3.069 -0.319 3.363
C -2.533 -0.216 2.095
N -1.551 -1.015 1.655
C -1.094 -1.969 2.478
C -1.578 -2.145 3.758
H -3.855 0.352 3.675
H -2.905 0.519 1.398
H -0.291 -2.589 2.113
H -1.173 -2.924 4.386
```

As for the expectation value of S²: 0.760. The calculation puts the HOMO energy (alpha / beta) at -0.3959 / -0.4022 Ha. As for the electronic energy: -10601.4019 Ha. The spin multiplicity is 2. Its net charge is +1. Its HOMO-LUMO gap (alpha / beta) is 7.74 / 6.56 eV.

Mulliken population analysis, charges in e, atoms 1 to 6: Ru -0.97; Cl -0.17; C 0.70; C -0.62; C -0.66; C -0.83

---

4.
The following is a DFT calculation (ωB97M-V/def2-TZVPD) of a molecular structure, C39H41BaN8 at a distorted geometry.

XYZ file:
```
89
Properties=species:S:1:pos:R:3
Ba -0.663 -0.160 1.196
C -3.155 -4.515 0.685
C -2.843 -3.180 0.900
N -1.640 -2.691 0.606
C -0.745 -3.539 0.083
C -1.066 -4.875 -0.111
N -2.266 -5.364 0.185
C 0.625 -3.019 -0.206
C 1.382 -3.516 -1.253
C 2.659 -3.008 -1.466
C 3.135 -2.053 -0.573
C 2.320 -1.606 0.454
N 1.069 -2.057 0.611
C 2.779 -0.615 1.479
C 4.120 -0.336 1.707
N 4.519 0.468 2.688
C 3.576 1.015 3.447
C 2.232 0.783 3.202
N 1.836 -0.030 2.229
C 3.475 -3.449 -2.623
C 4.292 -2.552 -3.297
C 5.022 -3.000 -4.388
N 4.992 -4.257 -4.827
C 4.209 -5.114 -4.172
C 3.435 -4.760 -3.078
H -4.136 -4.905 0.928
H -3.576 -2.493 1.310
H -0.333 -5.573 -0.500
H 0.956 -4.240 -1.935
H 4.141 -1.670 -0.684
H 4.903 -0.785 1.108
H 3.898 1.656 4.259
H 1.461 1.263 3.796
H 4.338 -1.507 -3.013
H 5.659 -2.315 -4.936
H 4.202 -6.135 -4.537
H 2.841 -5.514 -2.576
C -0.473 -1.169 -3.231
C -1.025 0.170 -2.733
C -2.193 0.636 -3.607
C 0.052 1.239 -2.649
C 0.892 1.444 -3.740
C 1.854 2.439 -3.716
C 1.983 3.231 -2.587
C 1.167 3.061 -1.470
C 1.408 3.978 -0.279
C 0.317 5.034 -0.061
C 1.703 3.223 1.017
C 0.182 2.061 -1.519
N -0.664 1.813 -0.399
C -1.699 2.576 -0.185
C -2.579 2.451 0.919
C -3.620 3.331 1.252
C -4.161 2.872 2.447
C -3.431 1.716 2.788
N -2.480 1.450 1.886
C -3.621 0.830 3.998
C -2.587 -0.297 3.982
C -3.437 1.655 5.277
C -5.028 0.218 3.981
H -1.190 -1.975 -3.050
H 0.468 -1.414 -2.735
H -0.282 -1.143 -4.305
H -1.441 0.024 -1.732
H -1.845 0.842 -4.622
H -2.640 1.551 -3.214
H -2.970 -0.130 -3.662
H 0.780 0.828 -4.627
H 2.496 2.601 -4.574
H 2.738 4.010 -2.567
H 2.321 4.521 -0.529
H -0.573 4.607 0.407
H 0.025 5.503 -1.002
H 0.688 5.817 0.605
H 0.804 2.735 1.401
H 2.054 3.919 1.785
H 2.482 2.472 0.858
H -1.930 3.382 -0.886
H -3.917 4.204 0.687
H -4.974 3.313 3.007
H -1.566 0.103 4.024
H -2.697 -0.920 3.084
H -2.718 -0.950 4.847
H -2.465 2.154 5.282
H -3.502 1.015 6.162
H -4.207 2.424 5.359
H -5.216 -0.300 3.037
H -5.790 0.991 4.091
H -5.149 -0.497 4.801
```

The calculation puts the HOMO energy at -0.3574 Ha. As for the electronic energy: -1974.2023 Ha. The spin multiplicity is 1. Its net charge is +1. Its HOMO-LUMO gap is 5.97 eV.

Mulliken population analysis, charges in e, atoms 1 to 6: Ba 1.90; C -0.54; C -0.35; N 0.50; C -0.88; C -0.52